No. 1
Here is a 2-piece molecular cluster, C2HN2O3 overall from the OMol25 dataset. Energies are from the ωB97M-V functional and the def2-TZVPD basis.

Each atom is followed by the atoms it is bonded to, with distances in Å.
CARTESIAN COORDINATES (ANGSTROEM)
1 C 1.59468 0.94343 0.17153  N3 1.172, O5 1.205
2 C -1.84437 0.01310 -0.16232  O6 1.190, O7 1.193
3 N 1.61312 0.31722 1.16218  C1 1.172
4 N 0.06849 -1.41386 -0.49337  O7 1.301, H8 1.045
5 O 1.55488 1.55265 -0.86757  C1 1.205
6 O -2.90880 0.43901 0.15538  C2 1.190
7 O -0.96581 -0.78112 -0.02178  C2 1.193, N4 1.301
8 H 0.88782 -1.07044 0.05595  N4 1.045

Results
* HOMO energy (spin up / spin down): -4.2 / -4.2 eV
* Kohn-Sham gap (spin up / spin down): 0.2683 / 0.2731 Eh
* LUMO level (spin up / spin down): 3.150 / 3.227 eV
* net charge: -1

These are the natural (NBO) partial charges, in e, on atoms 1 to 6: 0.611, 0.844, -0.833, -0.455, -0.738, -0.561


No. 2
Here is a 2-piece molecular cluster, C2HN2O3 overall from the OMol25 dataset. Energies are from the ωB97M-V functional and the def2-TZVPD basis.

Each atom is followed by the atoms it is bonded to, with distances in Å.
CARTESIAN COORDINATES (ANGSTROEM)
1 C -2.52225 -0.17533 0.11869  N4 1.200, O5 1.164
2 C 1.66536 0.59176 0.04217  N3 1.382, O6 1.302, O7 1.209
3 N 0.63294 -0.26346 -0.29312  C2 1.382, H8 1.066
4 N -1.33446 -0.06196 0.24848  C1 1.200
5 O -3.66090 -0.34216 -0.05407  C1 1.164
6 O 2.60157 -0.27257 -0.22573  C2 1.302
7 O 1.68876 1.78584 0.23167  C2 1.209
8 H 0.92898 -1.26213 -0.06810  N3 1.066

Results
* HOMO energy: -5.3 eV
* Kohn-Sham gap: 0.2956 Eh
* LUMO level: 2.791 eV
* net charge: -1

These are the natural (NBO) partial charges, in e, on atoms 1 to 6: 0.710, 0.797, -0.338, -0.652, -0.657, -0.611


No. 3
Here is a 2-piece molecular cluster, C2HN3O2 overall from the OMol25 dataset. Energies are from the ωB97M-V functional and the def2-TZVPD basis.

Each atom is followed by the atoms it is bonded to, with distances in Å.
CARTESIAN COORDINATES (ANGSTROEM)
1 C -0.54306 -0.46454 1.85892  N3 1.181, N5 1.246
2 C 0.33146 1.02861 -1.39434  N4 1.172, O6 1.146
3 N -0.29119 0.18757 2.81018  C1 1.181
4 N 1.29921 0.41564 -1.14749  C2 1.172, H8 1.044
5 N -1.01223 -0.72069 0.73327  C1 1.246, O7 1.244
6 O -0.62344 1.66145 -1.43937  C2 1.146
7 O -1.06455 -1.71225 -0.01622  N5 1.244
8 H 1.90381 -0.39579 -1.40494  N4 1.044

Results
* HOMO energy (spin up / spin down): -10.6 / -10.6 eV
* Kohn-Sham gap (spin up / spin down): 0.2930 / 0.2930 Eh
* LUMO level (spin up / spin down): -2.609 / -2.612 eV
* SMILES string: N#CN=O.N=C=O
* net charge: 0

These are the natural (NBO) partial charges, in e, on atoms 1 to 6: 0.283, 0.852, -0.187, -0.795, 0.077, -0.511


Listing energy relative to the best compared isomer or geometry (same formula, charge and spin) for the structures above in their given order: 452.2, 217.6, 530.6 kJ/mol.
Listing largest force on an atom for the structures above in their given order: 3.57, 5.18, 7.44 eV/Å.